Record 1
C12H24Cl12 | ωB97M-V/def2-TZVPD

```
48
Properties=species:S:1:pos:R:3:forces:R:3
Cl -1.7279 -1.8767 -5.6286 -0.07 -0.24 -0.04
C -1.7876 -0.4858 -4.5259 0.07 0.33 -0.20
C -1.0730 -0.7590 -3.2311 0.18 -0.50 -0.08
Cl -1.8357 -2.1051 -2.3247 0.06 0.15 0.01
H -2.8290 -0.2064 -4.3894 0.01 -0.03 0.02
H -1.2487 0.2955 -5.0615 -0.15 0.19 0.18
H -1.0644 0.1031 -2.5681 -0.06 0.12 -0.13
H -0.0501 -1.0521 -3.4619 0.02 -0.03 0.26
Cl -5.1578 -1.9328 -0.3953 -0.06 0.16 0.22
C -6.0892 -0.9419 0.8103 0.19 -0.54 -0.89
C -7.0320 -1.8587 1.5253 -0.26 -0.47 0.32
Cl -7.8570 -0.9768 2.8405 -0.03 0.12 0.06
H -6.6528 -0.2541 0.1877 0.18 0.41 0.33
H -5.3500 -0.4928 1.4641 -0.15 0.20 0.03
H -6.5260 -2.7101 1.9741 0.10 0.10 0.01
H -7.8093 -2.2352 0.8653 0.07 0.04 -0.07
Cl 2.6993 0.7938 -2.2338 -0.38 0.23 0.04
C 2.2181 2.2933 -1.3889 0.27 0.12 0.20
C 3.0209 3.4709 -1.8871 -0.33 0.35 -0.83
Cl 2.6065 3.7993 -3.6224 0.10 -0.07 0.15
H 2.3918 2.1260 -0.3266 0.13 0.04 0.00
H 1.1559 2.4806 -1.5284 -0.01 -0.14 -0.21
H 4.0967 3.3337 -1.8650 -0.02 -0.19 0.18
H 2.7480 4.4073 -1.4071 0.02 -0.19 0.40
Cl 1.9137 -3.2147 -1.6323 -0.01 0.12 -0.12
C 2.3818 -3.0242 0.0731 -0.28 -0.13 0.11
C 3.0525 -1.7110 0.3721 -0.12 0.58 0.30
Cl 4.5096 -1.3516 -0.5646 0.47 -0.40 0.05
H 2.9659 -3.9022 0.3344 0.25 0.16 0.00
H 1.4590 -3.0599 0.6529 0.00 0.02 0.00
H 3.3185 -1.6596 1.4293 0.08 -0.27 0.00
H 2.3970 -0.8588 0.2021 -0.21 -0.23 -0.23
Cl 0.4686 0.4225 1.7193 0.02 0.18 -0.01
C -1.0598 1.1558 1.1626 -0.15 0.19 -0.41
C -2.0483 0.0900 0.7555 -0.75 0.40 0.09
Cl -2.5037 -0.8718 2.1844 0.07 -0.37 -0.01
H -0.8305 1.8234 0.3308 0.10 -0.23 -0.13
H -1.4694 1.7938 1.9418 0.11 -0.25 0.26
H -1.7506 -0.5415 -0.0781 0.34 -0.21 0.30
H -2.9966 0.5420 0.4580 0.20 0.28 -0.12
Cl 4.5423 2.4304 1.6887 0.11 0.00 -0.14
C 4.7516 1.1147 2.8679 -0.57 -0.23 0.77
C 3.5591 1.1671 3.8450 1.26 0.07 -0.68
Cl 3.7535 -0.1668 5.0173 -0.26 0.08 -0.15
H 5.6766 1.2622 3.4173 0.09 0.09 -0.16
H 4.7833 0.1551 2.3589 0.03 0.11 -0.22
H 2.6514 1.0817 3.2594 -0.29 -0.10 0.39
H 3.6278 2.1072 4.3823 -0.37 -0.01 0.12
```
Positions in Å, forces in eV/Å.

Calculated values
energy	-5993.954083	hartree
frontier orbital gap	10.6	eV
energy above the lowest of the compared OMol25 structures with the same formula, charge and spin	41.9	kJ/mol

---

Record 2
C12H24Cl12F6MgN3O12S6 | ωB97M-V/def2-TZVPD

```
76
Properties=species:S:1:pos:R:3:forces:R:3
Mg 1.0323 -1.5333 -1.6818 -0.09 0.75 -2.29
N 2.4284 -2.7219 -1.8098 4.36 -0.35 -3.03
S 2.7738 -3.9385 -0.9503 -0.92 -5.33 6.00
O 3.9020 -3.7931 -0.0469 -1.46 -0.05 -1.61
O 2.4060 -5.2367 -1.4844 1.40 1.89 -0.09
F 1.4892 -3.6771 -0.0238 -0.28 0.30 0.53
S 3.6128 -2.9392 -2.9968 -0.49 1.34 -7.88
O 2.9083 -3.2857 -4.2653 1.63 0.48 4.10
O 4.8798 -3.5419 -2.7203 -1.53 -0.18 1.19
F 4.0547 -1.4378 -3.2651 -0.64 -0.29 0.72
N 0.1622 -0.7609 -0.2858 -4.31 2.65 2.52
S -1.2194 0.2177 -0.4258 -5.45 1.08 -5.20
O -1.1921 1.6333 -0.1560 0.84 -1.93 0.71
O -2.4887 -0.4937 -0.2866 2.96 0.87 0.18
F -0.9473 0.2002 -1.9874 -0.42 0.03 -0.93
S 0.1766 -0.4366 1.2217 4.98 -2.46 8.18
O -0.9311 -0.8478 2.0866 1.43 0.90 -2.48
O 0.8769 0.7717 1.5596 -0.90 -0.22 -0.49
F 1.3156 -1.5375 1.5545 -0.57 0.32 -0.01
N 1.8591 -1.1812 -5.8804 -1.64 0.92 6.67
S 1.4594 -0.0125 -4.6486 -2.35 2.24 -1.28
O 1.9232 1.4115 -4.6031 -1.11 -4.59 -0.14
O 1.3189 -0.5986 -3.3424 0.11 -1.02 0.77
F -0.1045 0.0333 -5.1222 1.17 0.48 1.01
S 2.4288 -0.0910 -6.7395 3.92 1.72 -9.03
O 3.7724 0.3443 -6.4942 -0.57 0.06 0.66
O 1.5069 0.8101 -7.3671 -0.09 0.39 1.00
F 2.6356 -1.1168 -7.9808 0.26 -0.10 0.17
Cl -5.6948 -0.2074 4.4043 1.06 0.36 0.30
C -4.0654 0.6074 4.6587 -0.14 -0.10 0.43
C -3.1643 0.4700 3.4405 -0.74 0.39 0.04
Cl -3.8656 1.5254 2.1711 0.33 -0.04 -0.14
H -3.5992 0.2544 5.5785 -0.11 -0.81 -0.21
H -4.2826 1.6398 4.9329 -0.11 0.08 -0.66
H -3.1087 -0.5299 3.0102 -0.17 0.07 0.35
H -2.1437 0.8027 3.6292 -0.19 0.10 0.16
Cl -5.6650 -3.3775 0.4558 0.09 0.28 -0.21
C -5.3628 -1.6290 0.6922 -0.65 0.87 0.89
C -6.6776 -0.8782 1.1017 1.23 -0.19 0.08
Cl -7.8506 -0.9004 -0.2467 0.05 0.02 0.41
H -4.8576 -1.1569 -0.1504 -0.53 -0.36 -0.33
H -4.6145 -1.5623 1.4819 -0.31 0.01 0.29
H -6.4811 0.1517 1.3998 0.36 0.18 -0.71
H -7.0997 -1.2379 2.0401 -0.27 -0.79 -0.46
Cl -6.3711 3.8076 -2.9517 0.59 0.10 0.12
C -4.6014 3.4371 -3.0048 0.20 0.14 0.38
C -4.3608 1.9974 -2.5745 -1.02 -0.22 -0.29
Cl -4.9460 1.6632 -0.9092 0.21 0.37 -0.03
H -4.0143 4.0965 -2.3656 -0.53 0.23 0.24
H -4.3027 3.6898 -4.0222 0.08 -0.61 -0.03
H -3.3199 1.6757 -2.6054 -0.12 0.22 -0.24
H -5.0280 1.3643 -3.1595 0.53 -0.16 -0.27
Cl 2.7125 -4.2411 4.0348 0.32 0.00 -0.43
C 4.3598 -3.8213 3.4886 1.03 1.39 -0.44
C 4.4072 -2.3271 3.0542 -1.40 -0.33 0.49
Cl 6.0138 -1.6239 2.8408 0.42 -0.38 0.16
H 4.7186 -4.3700 2.6177 -0.48 -0.58 0.27
H 5.0269 -3.9694 4.3379 -0.07 -0.09 -0.12
H 3.8828 -1.7457 3.8125 0.17 0.13 -0.03
H 3.8809 -2.1844 2.1104 0.04 -0.22 0.06
Cl 0.5134 5.0829 4.2458 0.37 -0.21 -0.04
C 0.8422 3.7563 3.0759 -0.57 -0.48 1.47
C 1.0013 4.2098 1.6773 -0.25 -0.49 -0.55
Cl -0.3576 5.2108 1.0337 0.55 -0.37 0.27
H 0.0596 3.0179 3.2505 -0.53 0.41 -0.54
H 1.6941 3.1472 3.3783 0.54 0.66 0.04
H 0.9814 3.2498 1.1615 0.10 0.23 -0.64
H 1.9531 4.7151 1.5138 -0.26 0.16 -0.04
Cl 3.2224 0.4342 -1.1606 -0.06 -0.15 -0.33
C 3.8152 1.5893 0.0254 0.19 1.00 0.55
C 4.1696 0.9056 1.3203 0.10 -1.37 -0.33
Cl 4.2408 2.0217 2.6529 0.14 0.82 0.67
H 3.0789 2.3673 0.2273 -0.28 -0.27 -0.25
H 4.6725 2.0889 -0.4256 0.02 -0.16 0.03
H 5.1260 0.3846 1.2761 -0.07 0.15 -0.15
H 3.4226 0.1575 1.5858 -0.09 0.14 -0.15
```
Positions in Å, forces in eV/Å.

Calculated values
energy	-10249.518807	hartree
net charge	-1
frontier orbital gap	7.9	eV
energy above the lowest of the compared OMol25 structures with the same formula, charge and spin	433.8	kJ/mol

---

Number 1: HOMO level -10.409 eV. Number 2: HOMO level -8.005 eV.